91
Properties=species:S:1:pos:R:3:lowdin_charge:R:1 method="wB97M-V/def2-TZVPD" e_homo_ev=-3.5 lumo_energy_ev=2.1 total_energy_ev=-63398.900 charge=-1 homo_lumo_gap_ev=5.617
C 0.576 0.324 3.476 -0.117
C 2.042 0.691 3.950 -0.267
C 3.162 0.270 2.917 -0.216
C 3.055 1.053 1.531 -0.192
C 4.064 2.279 1.426 -0.202
C 3.364 3.624 0.972 -0.209
C 2.233 4.101 1.953 -0.216
C 1.662 5.532 1.656 -0.204
C 0.968 5.643 0.231 -0.165
C -0.080 4.504 0.008 -0.198
C -1.152 4.173 0.947 -0.032
C -2.103 3.065 0.739 0.004
C -1.964 2.260 -0.468 -0.053
C -0.901 2.629 -1.427 -0.041
C 0.033 3.720 -1.227 0.035
C -0.810 1.716 -2.704 -0.343
O -0.639 2.182 -3.799 -0.085
C -1.014 0.182 -2.391 -0.053
C -0.154 -0.854 -3.024 -0.138
C 0.942 -0.371 -4.013 -0.153
C 2.134 -1.362 -4.205 -0.143
C 1.884 -2.621 -4.931 -0.039
C 2.999 -3.538 -5.144 -0.092
C 4.334 -3.201 -4.642 -0.109
C 4.570 -1.951 -3.930 -0.060
C 3.457 -1.002 -3.697 -0.189
C 3.816 0.320 -2.956 -0.071
C -0.419 -2.233 -2.651 0.059
C -1.513 -2.595 -1.723 -0.185
N -1.703 -4.022 -1.405 -0.026
C -1.276 -4.215 0.037 -0.263
C -0.383 -5.494 0.243 -0.113
C -2.377 -1.578 -1.089 -0.073
C -3.529 -1.942 -0.118 -0.065
C -3.318 -1.472 1.355 -0.335
O -2.317 -0.939 1.771 0.106
C -4.484 -1.756 2.376 -0.108
C -4.512 -2.999 3.177 -0.033
C -5.596 -3.303 4.110 -0.089
C -6.734 -2.383 4.313 -0.085
C -6.698 -1.146 3.519 -0.084
C -5.611 -0.845 2.573 -0.022
C -2.078 -0.176 -1.434 -0.005
C -2.864 1.022 -0.807 -0.259
O -4.057 0.988 -0.584 0.083
H 0.264 1.083 2.711 0.057
H 0.538 -0.726 3.086 0.076
H -0.153 0.365 4.333 0.074
H 2.224 0.100 4.894 0.096
H 2.167 1.772 4.227 0.095
H 3.022 -0.836 2.736 0.104
H 4.184 0.404 3.374 0.100
H 3.332 0.303 0.741 0.093
H 1.993 1.359 1.344 0.092
H 4.857 1.975 0.687 0.102
H 4.593 2.385 2.419 0.103
H 4.184 4.398 0.928 0.111
H 2.992 3.500 -0.083 0.106
H 1.437 3.308 2.016 0.094
H 2.700 4.144 2.986 0.115
H 0.835 5.710 2.407 0.100
H 2.471 6.311 1.744 0.111
H 0.523 6.659 0.074 0.112
H 1.805 5.549 -0.523 0.105
H -1.223 4.818 1.863 0.102
H -2.896 2.803 1.477 0.110
H 0.824 3.926 -1.987 0.123
H 0.453 -0.182 -5.006 0.027
H 1.360 0.621 -3.683 0.094
H 0.851 -2.816 -5.313 0.122
H 2.828 -4.478 -5.714 0.087
H 5.200 -3.890 -4.824 0.086
H 5.603 -1.699 -3.585 0.094
H 3.239 1.213 -3.327 0.074
H 3.684 0.228 -1.837 0.074
H 4.903 0.578 -3.112 0.074
H 0.201 -3.062 -3.057 0.099
H -2.712 -4.213 -1.384 0.092
H -0.633 -3.317 0.268 0.124
H -2.175 -4.264 0.722 0.097
H 0.692 -5.306 -0.039 0.074
H -0.353 -5.754 1.345 0.066
H -0.824 -6.378 -0.285 0.067
H -4.460 -1.433 -0.511 0.136
H -3.773 -3.043 -0.117 0.113
H -3.685 -3.728 3.028 0.099
H -5.580 -4.267 4.674 0.090
H -7.548 -2.637 5.027 0.089
H -7.567 -0.455 3.670 0.093
H -5.703 0.109 1.998 0.110
Cl -1.689 0.580 -5.303 -0.218